Entry 1:
The following is a quantum chemistry calculation of a 2-piece molecular cluster, C5H8O2 overall in a non-equilibrium geometry, from the Open Molecules 2025 dataset.

```
15
Properties=species:S:1:pos:R:3:forces:R:3:lowdin_charge:R:1
C 0.98283 0.26650 -0.67012 -0.52 1.00 3.13 -0.130
C -0.00714 1.14492 -0.44918 0.38 0.22 -0.94 -0.100
C -1.32200 0.46200 -0.72988 -0.22 -0.30 0.12 -0.175
O -0.99044 -0.94652 -0.79367 -0.49 0.48 0.57 -0.099
C 0.37399 -1.04900 -0.85213 2.35 0.38 -4.27 -0.271
H 2.05790 0.40392 -0.56980 -0.31 0.06 -0.24 0.132
H 0.08680 2.22264 -0.37397 -0.01 -0.14 0.04 0.106
H -2.08788 0.59220 0.04350 0.05 0.05 -0.08 0.110
H -1.76336 0.75891 -1.69820 0.16 0.04 0.21 0.122
H 0.81513 -1.97635 -0.50139 -0.17 0.22 0.42 0.128
H 0.80631 -0.86306 -1.98240 -1.21 -1.91 0.76 0.169
C 0.26935 -0.23859 2.11375 -0.02 -0.55 0.62 -0.155
O 0.94711 -1.22976 2.01829 -0.03 0.28 0.00 -0.005
H 0.63402 0.70091 2.53921 0.38 0.26 -0.06 0.086
H -0.80262 -0.24873 1.90599 -0.32 -0.09 -0.27 0.080
```
Positions in Å, forces in eV/Å.

Its charge is 0. As for the SMILES: C1=CCOC1.C=O. The HOMO energy comes out at -8.56 eV. The frontier orbital gap comes out at 9.51 eV. The LUMO energy comes out at 0.9 eV. The energy above the lowest of the compared OMol25 structures with the same formula, charge and spin is 323.2 kJ/mol.


Entry 2:
The following is a quantum chemistry calculation of a single C19H22N6O2 molecule in a non-equilibrium geometry, from the Open Molecules 2025 dataset.

```
49
Properties=species:S:1:pos:R:3:forces:R:3:lowdin_charge:R:1
C 2.51253 -2.33487 -2.72844 1.06 -0.79 1.07 -0.058
N 1.37320 -2.07114 -3.57307 0.08 0.19 -1.06 -0.132
C 1.16945 -2.89765 -4.69346 -1.86 1.05 0.03 -0.070
C -0.18249 -2.70658 -5.03674 0.98 0.62 1.80 -0.080
C -0.78798 -1.77810 -4.09174 -1.92 -1.22 -1.16 -0.036
C 0.16665 -1.35179 -3.22079 2.11 -1.67 -1.17 -0.146
C -0.07867 -0.49800 -2.05753 -0.80 -0.37 2.32 -0.420
O -1.16936 -0.60118 -1.50557 -0.13 0.29 -0.56 0.051
N 0.87659 0.30807 -1.48016 0.20 -0.67 0.60 0.119
C 0.65704 0.91003 -0.13444 -1.41 -0.35 1.66 -0.203
C 0.53969 2.42348 -0.32081 -0.88 0.07 -0.09 -0.137
C -0.16686 3.07175 0.90076 2.90 2.56 0.60 -0.089
N -0.59579 4.49394 0.68804 0.49 -0.81 -0.49 -0.128
C 0.15721 5.37694 0.03728 1.27 2.04 -2.12 -0.128
C -0.69436 6.25944 -0.58074 -0.01 -0.46 0.26 -0.127
N -1.94813 5.84415 -0.22836 -0.59 3.19 -1.26 -0.024
N -1.88662 4.88046 0.53696 -0.73 -3.60 1.15 -0.001
C 1.73884 0.59988 1.04071 0.89 -0.75 -3.36 -0.391
O 2.88271 0.93210 0.73865 -0.34 0.17 1.18 0.043
N 1.40880 -0.20250 2.07322 -2.49 -0.15 -0.52 0.085
C 2.05693 -0.53402 3.28285 2.81 -0.15 0.39 -0.174
C 1.12949 -0.42017 4.43932 -0.29 -0.33 0.21 -0.232
C 0.04437 -1.32230 4.66173 1.76 1.61 -1.69 -0.019
C -0.91345 -0.91092 5.59939 0.20 -2.11 1.01 -0.097
C -0.67822 0.12821 6.48618 0.91 2.12 -0.54 -0.059
C 0.47798 0.95879 6.27715 -2.94 -3.20 -0.31 -0.062
C 1.33096 0.64616 5.26754 0.25 1.48 0.91 -0.072
H 3.46107 -2.62054 -3.29484 -1.40 0.74 0.39 0.108
H 2.72281 -1.47901 -2.05418 0.04 -0.65 -0.48 0.073
H 2.29936 -3.23950 -2.08633 0.17 0.95 -0.40 0.104
H 1.95202 -3.52921 -5.24564 -1.18 1.21 1.47 0.142
H -0.74234 -3.24728 -5.74929 -0.25 -0.31 -0.85 0.070
H -1.93900 -1.61770 -4.02069 2.56 0.14 -0.16 0.151
H 1.78514 0.23506 -1.89434 0.47 0.50 0.28 0.118
H -0.35517 0.56763 0.26592 1.24 0.06 -1.02 0.148
H -0.14842 2.52888 -1.17666 0.48 0.23 0.10 0.133
H 1.55154 2.81494 -0.55506 -0.74 0.14 0.23 0.125
H 0.62136 3.27423 1.68442 -0.92 -1.18 -0.26 0.141
H -1.00365 2.52515 1.23290 -0.89 -0.62 0.54 0.106
H 1.22024 5.47517 -0.17527 -0.13 -0.95 0.76 0.123
H -0.50213 7.09185 -1.26618 -0.13 -0.49 0.56 0.098
H 0.45376 -0.49148 2.24207 -0.39 0.53 -1.25 0.136
H 2.41718 -1.55173 3.31096 0.20 -0.68 -0.62 0.122
H 2.98942 0.07268 3.30552 -0.69 -0.14 0.63 0.144
H 0.09516 -2.16115 3.90482 -1.02 0.59 1.39 0.135
H -1.71827 -1.60213 5.86942 -0.05 0.37 -0.49 0.106
H -1.43374 0.44086 7.22356 0.45 -0.47 -0.33 0.108
H 0.67555 1.83070 6.77343 0.12 1.88 1.74 0.074
H 2.10725 1.40811 5.25717 0.51 -0.62 -1.10 0.123
```
Positions in Å, forces in eV/Å.

Its charge is 0. As for the SMILES: Cn1cccc1C(=O)N[C@H](CCn1ccnn1)C(=O)NCc1ccccc1. The HOMO energy comes out at -8.67 eV. The frontier orbital gap comes out at 9.20 eV. The LUMO energy comes out at 0.5 eV. The energy above the lowest of the compared OMol25 structures with the same formula, charge and spin is 396.1 kJ/mol.


Entry 3:
The following is a quantum chemistry calculation of a single C4H12N4O molecule in a non-equilibrium geometry, from the Open Molecules 2025 dataset.

```
21
Properties=species:S:1:pos:R:3:forces:R:3:lowdin_charge:R:1
C -1.91533 1.25021 -0.15379 -3.32 0.64 -3.27 -0.073
C -1.14861 -0.07451 0.05516 2.64 0.43 2.76 -0.560
C -1.28551 -1.30621 -0.89124 2.89 0.50 -0.40 -0.028
O -1.52332 -0.37221 1.41163 -0.53 -1.37 0.16 -0.058
C 0.45743 0.09062 0.18703 -1.58 1.27 0.12 -0.341
N 0.79375 1.32695 -0.03847 2.98 -2.21 -0.11 0.038
N 2.33673 1.48028 -0.05173 -1.38 -0.08 2.28 -0.029
N 1.13819 -1.07966 0.67944 -3.91 -1.35 -1.24 -0.109
N 2.36985 -1.43363 0.07916 1.64 1.64 0.77 -0.063
H -2.46195 1.90427 0.77871 2.21 -2.14 -2.36 0.147
H -2.85246 0.68377 -0.67571 1.41 2.08 1.02 0.112
H -1.49306 1.99891 -0.97190 -0.80 -1.70 1.97 0.100
H -0.55862 -0.96700 -1.83007 -2.72 -1.18 1.73 0.162
H -2.25519 -1.78067 -0.96308 -0.46 0.67 -0.91 0.073
H -0.68836 -2.19580 -0.46412 -1.00 1.39 -0.62 0.067
H -1.74080 0.47446 1.81887 0.15 -0.36 0.02 0.070
H 2.44851 2.46032 -0.18984 -0.18 1.04 -0.98 0.024
H 2.63018 1.52892 0.96547 -0.51 -0.85 -0.99 0.076
H 0.33480 -1.95853 0.50814 3.61 3.33 1.21 0.168
H 2.26247 -1.17355 -0.94400 1.29 0.04 1.78 0.088
H 3.15131 -0.85697 0.69032 -2.44 -1.79 -2.95 0.137
```
Positions in Å, forces in eV/Å.

Its charge is 0. As for the SMILES: CC(C)(O)/C(=N/N)NN. The HOMO energy comes out at -8.86 eV. The frontier orbital gap comes out at 9.62 eV. The LUMO energy comes out at 0.8 eV. The energy above the lowest of the compared OMol25 structures with the same formula, charge and spin is 646.4 kJ/mol.


Entry 4:
The following is a quantum chemistry calculation of a 2-piece molecular cluster, C4H4NO2 overall in a non-equilibrium geometry, from the Open Molecules 2025 dataset.

```
11
Properties=species:S:1:pos:R:3:forces:R:3:lowdin_charge:R:1
C 0.62383 -0.10202 2.21334 -0.82 0.69 -1.71 -0.043
C -0.71938 1.16725 0.34526 0.25 -0.39 2.60 -0.220
C -0.25288 0.62259 1.46721 1.56 -0.24 -0.47 -0.103
C 0.18747 -1.20846 -1.88658 3.07 0.20 2.85 -0.825
N -1.22451 2.04918 -0.34486 -0.06 -0.23 0.37 0.128
O -0.42704 -0.23848 -2.20565 -1.95 4.51 -1.08 -0.100
O -0.05170 -2.35026 -2.13517 0.10 -4.08 -0.51 -0.086
H 1.10115 -1.02527 1.75010 -0.61 1.17 0.90 0.062
H 0.95431 0.29565 3.20771 -0.45 -0.73 -0.89 0.042
H 1.16724 -0.96853 -1.11349 -1.30 -0.52 -1.24 0.106
H -1.35848 1.75836 -1.29787 0.21 -0.39 -0.81 0.038
```
Positions in Å, forces in eV/Å.

Its charge is -1. The HOMO energy comes out at -4.05 eV. The frontier orbital gap comes out at 7.35 eV. The LUMO energy comes out at 3.3 eV. The energy above the lowest of the compared OMol25 structures with the same formula, charge and spin is 376.1 kJ/mol.